[1]
Computed, not measured: the molecule C3H11N3, with ωB97M-V/def2-TZVPD.

- Spin multiplicity: 1
- Relative energy (zero: lowest compared OMol25 entry of this formula, charge and spin): 72.8 kcal per mole
- SMILES string: NCCNCN

Cartesian coordinates (Å):
N -0.277 2.427 0.558
C 0.310 1.207 1.054
C -0.745 0.111 0.809
N -0.888 -0.684 -0.432
C 0.018 -1.758 -0.739
N 0.990 -1.610 -1.714
H -0.538 2.820 1.434
H 0.296 2.970 0.019
H 1.271 1.122 0.603
H 0.589 1.231 2.116
H -1.804 0.673 0.882
H -0.277 -0.572 1.624
H -1.194 -0.149 -1.199
H 0.582 -1.717 0.204
H -0.301 -2.745 -0.550
H 1.216 -2.450 -2.340
H 0.754 -0.877 -2.329



[2]
Computed, not measured: a cluster of 5 separate species, C23H37N5O7 in total, with ωB97M-V/def2-TZVPD.

- Spin multiplicity: 1
- Relative energy (zero: lowest compared OMol25 entry of this formula, charge and spin): 0.0 kcal per mole
- SMILES string: C#CC[C@H]1OC(=O)O[C@@H]1c1ccncc1.CN(C)C=O.CN(C)C=O.CN(C)C=O.CN(C)C=O

Cartesian coordinates (Å):
C 4.190 5.768 -0.821
C 3.755 4.671 -1.000
C 3.185 3.368 -1.219
C 1.642 3.486 -1.150
O 0.971 2.573 -1.975
C 0.635 1.485 -1.190
O 0.262 0.455 -1.651
O 0.799 1.766 0.091
C 1.085 3.203 0.242
C -0.258 3.823 0.510
C -0.862 3.651 1.737
C -2.116 4.152 2.006
N -2.829 4.828 1.096
C -2.230 4.999 -0.078
C -0.977 4.538 -0.434
H 4.326 6.800 -0.634
H 3.427 3.006 -2.212
H 3.535 2.666 -0.468
H 1.426 4.531 -1.359
H 1.863 3.389 0.972
H -0.340 3.107 2.511
H -2.558 3.992 2.977
H -2.788 5.542 -0.832
H -0.591 4.728 -1.417
C -1.778 -3.799 -1.389
N -0.360 -3.895 -1.107
C 0.465 -2.701 -1.218
C 0.218 -5.050 -0.742
O 1.401 -5.191 -0.488
H -1.935 -3.465 -2.416
H -2.249 -3.086 -0.709
H -2.250 -4.771 -1.259
H 1.251 -2.864 -1.955
H 0.936 -2.490 -0.257
H -0.142 -1.856 -1.515
H -0.495 -5.892 -0.689
C 3.294 -0.941 2.920
N 3.381 0.485 3.186
C 3.612 0.942 4.547
C 3.254 1.397 2.216
O 3.313 2.607 2.387
H 2.471 -1.377 3.488
H 4.225 -1.432 3.208
H 3.118 -1.113 1.861
H 2.788 1.579 4.872
H 4.531 1.525 4.594
H 3.690 0.084 5.209
H 3.081 0.948 1.224
C -4.032 3.416 -2.993
N -4.058 4.341 -4.109
C -5.289 4.515 -4.863
C -2.974 5.052 -4.475
O -2.941 5.840 -5.398
H -4.270 2.408 -3.337
H -4.762 3.720 -2.240
H -3.042 3.408 -2.541
H -5.127 4.254 -5.909
H -5.611 5.555 -4.819
H -6.063 3.877 -4.445
H -2.091 4.846 -3.843
C 0.236 -9.703 1.770
N -0.238 -8.450 2.323
C 0.670 -7.315 2.390
C -1.495 -8.298 2.778
O -1.943 -7.269 3.245
H 1.080 -10.077 2.354
H 0.558 -9.560 0.737
H -0.560 -10.444 1.792
H 0.786 -6.997 3.427
H 0.261 -6.484 1.818
H 1.637 -7.592 1.981
H -2.103 -9.215 2.683